1.
80
Properties=species:S:1:pos:R:3:forces:R:3:lowdin_charge:R:1 method="wB97M-V/def2-TZVPD" smiles="COB(O)C1=C(C)C(=O)C=C(CC(=O)N(C)C)C1=O.CCOC(=O)OC.CCOC(=O)OC.CCOC(=O)OC" de_lowest_kcal_mol=0.0 fmax_ev_per_a=0.8 homo_energy_ev=-9.367 energy_ha=-2071.56166 molar_mass_g_mol=577.39 gap_ev=8.66
O -4.168347 3.529637 -1.868454 -0.026 0.093 -0.028 0.059
O -3.877473 4.499713 -7.477988 0.012 -0.043 -0.039 0.122
O -2.357646 0.151319 -6.409311 -0.007 -0.388 -0.131 0.113
O -1.871186 5.313115 -8.140967 -0.048 -0.055 -0.059 0.039
O 3.364967 -5.003437 8.258110 0.032 0.006 -0.017 -0.004
O 2.540362 -3.374644 2.961873 0.010 -0.034 0.041 0.005
O 5.171152 -5.322390 9.395899 -0.030 -0.016 -0.044 0.034
O -1.794581 3.735184 -3.450475 0.008 0.137 0.032 0.154
O -3.610211 5.732371 -9.349875 0.016 -0.045 -0.008 0.002
O -5.754658 1.935372 -2.643834 0.084 0.184 0.338 0.153
O 1.871298 -1.451173 3.940295 -0.035 -0.045 -0.036 0.115
O 3.962302 -2.284978 4.161512 -0.039 -0.038 0.005 0.039
O 3.404693 -6.690539 9.757464 0.013 0.009 -0.024 0.123
O -0.148742 3.176342 -1.050425 0.269 0.081 -0.078 0.122
N 0.964218 1.202761 -0.648809 -0.627 0.334 0.247 -0.160
C -0.941042 0.661308 -4.589491 -0.058 -0.251 0.034 0.047
C -1.043514 3.198618 -7.231352 -0.049 0.008 -0.108 -0.051
C -4.720385 0.130575 -4.751191 0.032 -0.016 0.005 -0.014
C -5.124990 4.117262 -0.995267 -0.008 0.027 0.042 -0.043
C 0.248944 -0.079882 -0.774108 0.364 -0.172 -0.094 -0.053
C -5.009392 5.581285 -9.603985 -0.018 0.032 -0.026 -0.042
C 6.467170 -7.362885 9.777162 -0.037 0.003 -0.095 -0.065
C -3.181723 5.112212 -8.247102 0.004 0.126 0.078 -0.612
C -3.325086 1.907996 -3.568268 0.111 -0.054 0.087 0.062
C -2.254910 0.518219 -5.263711 -0.025 0.206 0.161 -0.345
C 3.776552 -1.378277 6.427392 -0.074 -0.158 0.015 -0.059
C -1.964061 2.544363 -3.513703 0.025 0.051 -0.155 -0.299
C 1.217259 -3.550328 2.454146 -0.040 -0.022 -0.075 -0.037
C -1.242044 4.680320 -7.008105 0.073 -0.006 0.181 -0.194
C 1.035743 1.638623 0.747840 -0.041 -0.170 -0.018 -0.069
C -3.466363 0.900175 -4.446922 0.037 -0.007 -0.010 -0.116
C 0.512605 1.858028 -2.965982 -0.099 -0.063 -0.017 -0.033
C 3.932527 -5.766824 9.193388 -0.006 0.014 0.019 -0.613
C 4.312147 -1.186584 5.027337 0.095 0.146 0.044 -0.203
C 2.710189 -2.287435 3.717235 0.068 0.064 -0.013 -0.615
C 0.373326 2.178401 -1.476843 0.159 -0.267 -0.079 -0.451
C 5.943386 -6.068186 10.356328 0.085 -0.006 0.128 -0.208
C -0.782024 1.626749 -3.692071 -0.078 -0.051 0.293 -0.131
C 2.036298 -5.394276 7.897565 -0.035 0.054 -0.018 -0.034
B -4.474619 2.477336 -2.648674 -0.027 -0.048 -0.140 -0.585
H -5.220235 6.214567 -10.460301 0.011 -0.006 -0.003 0.092
H -1.833376 4.872687 -6.113081 -0.037 -0.022 -0.028 0.117
H 0.476530 -0.681778 0.104702 0.020 0.010 -0.043 0.073
H 1.114986 0.955066 -3.063730 0.097 0.134 -0.140 0.111
H 0.522640 -3.774259 3.262567 0.003 0.049 0.015 0.099
H 1.678966 -4.620772 7.224214 0.012 -0.003 -0.005 0.089
H -5.463295 3.399859 -0.245164 -0.019 0.013 -0.050 0.093
H 0.579960 -0.640890 -1.649397 -0.085 0.060 -0.022 0.084
H 7.046513 -7.168723 8.874018 0.026 0.001 0.020 0.082
H -5.243591 4.543538 -9.836432 -0.004 -0.005 0.028 0.097
H -4.540610 -0.563776 -5.569342 -0.018 0.077 -0.044 0.081
H -0.288782 5.195821 -6.909372 -0.016 0.025 -0.047 0.124
H -4.632965 4.948809 -0.495788 -0.006 -0.013 -0.024 0.094
H 3.959415 -0.255882 4.583736 -0.062 -0.032 -0.011 0.122
H -0.838103 0.058371 -0.818811 0.036 -0.043 0.039 0.100
H 5.336842 -6.241640 11.244559 -0.040 -0.024 -0.036 0.123
H 2.687455 -1.365864 6.433325 0.006 0.047 -0.017 0.075
H 4.115469 -2.330435 6.838282 0.032 0.026 0.025 0.078
H 0.883758 -2.658244 1.927463 -0.007 0.010 0.026 0.081
H 7.114287 -7.854379 10.504181 0.003 0.002 0.004 0.081
H 1.635610 0.910241 1.294075 0.001 0.075 0.028 0.083
H -0.470848 3.013327 -8.141111 0.035 0.028 0.020 0.088
H 2.049023 -6.357677 7.390465 0.001 -0.016 0.030 0.099
H 6.760289 -5.398343 10.617077 -0.020 0.024 -0.024 0.122
H 4.132776 -0.575117 7.072850 0.015 0.005 -0.007 0.082
H -5.839805 1.068682 -2.241972 -0.041 -0.112 -0.248 0.107
H -0.143697 -0.018162 -4.873032 -0.021 0.077 -0.137 0.134
H 0.044494 1.702796 1.210415 0.038 0.048 -0.001 0.095
H -0.498840 2.771673 -6.388380 0.009 0.018 -0.009 0.069
H 1.274026 -4.391872 1.770540 0.020 -0.004 0.010 0.094
H -1.999417 2.685387 -7.318922 -0.002 0.001 0.033 0.070
H -5.593741 5.899447 -8.743092 0.005 -0.011 0.007 0.095
H 1.061955 2.684859 -3.425732 -0.094 0.072 0.115 0.144
H 5.400081 -1.182559 5.022492 -0.005 -0.040 -0.026 0.123
H -5.985816 4.485014 -1.554481 0.012 -0.033 0.035 0.097
H 5.649890 -8.038584 9.530656 -0.005 0.003 0.032 0.075
H 1.400283 -5.454187 8.778028 0.008 -0.016 0.004 0.096
H -5.020591 -0.452932 -3.877233 -0.023 0.021 -0.040 0.089
H 1.502148 2.619186 0.797083 0.003 -0.041 0.025 0.090
H -5.545827 0.791296 -5.011986 0.022 -0.025 0.025 0.097

=====

2.
19
Properties=species:S:1:pos:R:3:forces:R:3:lowdin_charge:R:1 method="wB97M-V/def2-TZVPD" smiles=CC1(C)S[N+]1(C)C de_lowest_kcal_mol=84.3 fmax_ev_per_a=6.0 homo_energy_ev=-14.118 charge=+1 energy_ha=-650.28033 molar_mass_g_mol=118.22 gap_ev=8.97
S 0.430427 1.150048 -1.661128 1.179 -1.121 0.876 1.056
N 0.902926 0.006991 -0.199993 -1.514 2.261 -0.257 -0.421
C 1.577777 0.532682 1.065183 -0.505 -1.098 -1.978 0.044
C -0.534365 0.387093 -0.393448 -3.093 -2.066 -0.429 -0.663
C 1.419615 -1.256047 -0.549532 -1.423 -3.342 0.020 -0.080
C -1.207616 1.344460 0.539331 2.271 0.537 3.345 -0.117
C -1.871200 -0.898115 -0.737695 5.043 2.461 -2.099 0.091
H 2.345839 -1.159736 -1.024904 1.451 0.166 -0.618 0.094
H -2.760719 -0.440628 -0.564441 -2.381 1.727 0.773 0.021
H -1.672379 -1.617517 -0.015112 0.355 -1.716 0.760 0.043
H 1.604320 1.547682 0.833788 0.454 1.873 0.703 0.069
H 1.520565 -1.913414 0.344248 0.052 0.729 -0.294 0.136
H -0.533280 2.149997 1.056457 -0.723 -1.692 -0.909 0.124
H 0.740455 -1.829580 -1.192540 0.122 0.484 -0.141 0.111
H 2.564856 0.066630 1.147526 -0.390 0.222 0.093 0.120
H -1.835696 1.991219 0.013517 -1.525 0.456 -1.034 0.068
H -1.721899 0.797568 1.369778 0.161 0.560 -0.799 0.113
H 0.849368 0.248361 1.793433 0.158 0.075 1.067 0.106
H -1.818995 -1.107691 -1.824468 0.308 -0.516 0.920 0.084